Below is a cluster of 14 separate species, C47H100F6N5O35P3 in total in a non-equilibrium geometry, with properties calculated with wB97M-V/def2-TZVPD.

Results
LUMO level (spin up / spin down) (eV): -1.73 / -7.40
Charge: +1
Spin multiplicity: 2
<S²>: 0.7594
Gap between HOMO and LUMO (spin up / spin down) (eV): 9.6 / 4.0
DFT total energy (eV): -173638.780
HOMO level (spin up / spin down) (eV): -11.36 / -11.36

Each line ends with the Mulliken spin population.
CARTESIAN COORDINATES (ANGSTROEM)
C1 24.6737 26.3127 -6.6109  0.000
C2 23.3320 25.7932 -6.2285  0.000
C3 23.2900 24.3158 -5.8472  0.000
O1 23.4445 23.4711 -6.9828  0.000
C4 23.2577 22.1367 -6.6928  0.000
N1 22.8707 26.5557 -5.0664  0.000
H1 24.6687 27.3693 -6.8785  0.000
H2 24.9305 25.7137 -7.4846  0.000
H3 25.4385 26.0280 -5.8883  0.000
H4 22.6074 26.0088 -7.0138  0.000
H5 22.3544 24.1149 -5.3252  0.000
H6 24.0757 24.0135 -5.1547  0.000
H7 22.2071 21.9571 -6.4645  0.001
H8 23.9564 21.8321 -5.9136  0.000
H9 23.5148 21.6467 -7.6319  0.000
H10 21.8612 26.5861 -5.0707  0.000
H11 23.0679 27.5011 -5.3622  0.000
C5 23.9790 18.3386 -8.5025  0.101
C6 24.6850 18.3473 -7.1513  0.025
C7 23.8932 17.6094 -6.0811  0.012
O2 22.5388 18.1298 -6.1422  -0.001
C8 21.6491 17.3470 -5.2656  -0.004
N2 25.9673 17.7579 -7.3737  0.491
H12 24.4842 19.0060 -9.2008  0.008
H13 22.9797 18.7702 -8.4459  -0.008
H14 23.9845 17.3450 -8.9507  0.000
H15 24.7732 19.4068 -6.9108  -0.020
H16 24.3382 17.7768 -5.1003  0.000
H17 23.9182 16.5559 -6.3597  -0.012
H18 21.6401 16.2587 -5.3255  0.001
H19 20.6121 17.6163 -5.4661  0.000
H20 21.7107 17.5343 -4.1936  0.000
H21 25.8440 16.7766 -7.5783  -0.046
H22 26.2316 18.1769 -8.2540  0.042
C9 28.1732 16.4170 -4.7123  -0.035
C10 28.4560 15.4337 -3.6244  0.005
C11 27.1179 15.0012 -2.9963  0.000
O3 26.3798 16.1284 -2.3780  0.000
C12 25.1712 15.8204 -1.6475  0.000
N3 29.1134 14.2679 -4.1640  0.001
H23 27.4643 17.1505 -4.3283  0.001
H24 27.6609 16.0341 -5.5949  0.026
H25 29.1562 16.8236 -4.9502  0.001
H26 29.0914 15.8397 -2.8373  0.000
H27 27.1745 14.2393 -2.2189  0.000
H28 26.4312 14.5143 -3.6888  -0.001
H29 25.2552 14.7635 -1.3947  0.000
H30 24.2477 15.9345 -2.2153  0.000
H31 25.0519 16.3097 -0.6809  0.000
H32 28.5984 13.8279 -4.9133  0.000
H33 29.3777 13.5143 -3.5458  0.000
C13 23.2349 13.7526 -4.1807  0.000
C14 23.2934 12.3912 -3.5399  0.000
C15 24.6610 11.9442 -2.9040  0.000
O4 24.4192 10.6841 -2.2350  0.000
C16 25.3337 10.3568 -1.2352  0.000
N4 22.2810 12.4501 -2.4922  0.000
H34 24.1698 14.0962 -4.6235  0.003
H35 23.1307 14.5114 -3.4051  0.000
H36 22.3888 13.8868 -4.8546  0.000
H37 23.0088 11.5712 -4.1993  0.000
H38 24.8642 12.6777 -2.1237  0.000
H39 25.4812 11.9488 -3.6218  0.000
H40 25.1332 9.3751 -0.8059  0.000
H41 25.2796 11.0711 -0.4136  0.000
H42 26.3421 10.3573 -1.6489  0.000
H43 22.2667 11.5634 -2.0090  0.000
H44 21.4184 12.3228 -3.0020  0.000
C17 24.8169 13.4095 -7.4974  0.029
C18 26.2215 14.0392 -7.2470  -0.033
C19 27.3046 12.9076 -7.1022  0.034
O5 27.0040 12.1828 -5.9413  0.004
C20 28.0690 11.3162 -5.5741  0.001
N5 26.4316 14.9390 -8.3437  0.401
H45 24.0516 14.1620 -7.6874  0.006
H46 24.5331 12.7003 -6.7199  0.002
H47 24.9593 12.7716 -8.3697  -0.011
H48 26.1086 14.5923 -6.3146  -0.003
H49 28.3119 13.3243 -7.1028  -0.001
H50 27.3395 12.2376 -7.9613  0.002
H51 28.9370 11.9221 -5.3143  0.000
H52 28.1864 10.5554 -6.3458  0.000
H53 27.5539 10.8182 -4.7526  0.000
H54 27.3382 14.8812 -8.7852  -0.019
H55 25.6650 14.8875 -8.9993  0.003
C21 28.9050 17.9629 -10.9411  0.000
O6 29.6858 16.8734 -11.3926  0.000
P1 29.9140 15.6689 -10.3737  0.001
O7 28.6928 14.9201 -9.9933  0.001
O8 30.9435 14.7487 -11.1443  0.000
C22 31.2173 13.4157 -10.6576  0.000
O9 30.7001 16.3789 -9.1854  0.000
C23 29.9796 16.5701 -7.9808  -0.003
H56 28.6109 17.9213 -9.8923  -0.001
H57 27.9882 17.9199 -11.5292  0.000
H58 29.3972 18.8885 -11.2394  0.000
H59 31.9777 13.4321 -9.8769  0.000
H60 31.5975 12.7387 -11.4226  0.000
H61 30.3280 12.9285 -10.2577  0.000
H62 29.5646 17.5630 -7.8073  -0.001
H63 30.5976 16.4187 -7.0958  0.000
H64 29.2134 15.8120 -7.8187  0.004
C24 17.2020 17.4987 -4.8130  0.000
O10 17.2510 16.2447 -5.4534  0.000
P2 17.7564 14.8702 -4.6753  0.000
O11 17.7965 13.6842 -5.5443  0.000
O12 19.2065 15.3356 -4.1479  0.000
C25 19.8532 14.6700 -3.0178  0.000
O13 16.8578 14.9091 -3.3433  0.000
C26 15.5470 14.4045 -3.4186  0.000
H65 17.8077 17.5681 -3.9094  0.000
H66 16.1673 17.6521 -4.5067  0.000
H67 17.4496 18.2929 -5.5173  0.000
H68 19.5604 15.1066 -2.0630  0.000
H69 20.9257 14.7349 -3.2012  0.000
H70 19.5972 13.6128 -3.0876  0.000
H71 15.5360 13.5086 -4.0393  0.000
H72 14.8608 15.1823 -3.7535  0.000
H73 15.2202 14.1961 -2.3999  0.000
C27 19.3845 17.1880 -15.4495  0.000
O14 20.3188 17.2502 -14.3286  0.000
P3 21.9005 17.5304 -14.6359  0.000
O15 22.6767 16.3042 -15.0613  0.000
O16 21.9452 18.7180 -15.7832  0.000
C28 21.4349 20.0291 -15.5115  0.000
O17 22.3787 18.1453 -13.2152  0.000
C29 22.5373 17.3335 -12.0902  0.000
H74 18.6218 17.9221 -15.1897  0.000
H75 18.8329 16.2521 -15.3608  0.000
H76 19.8305 17.4301 -16.4142  0.000
H77 20.9869 20.1862 -14.5304  0.000
H78 20.6648 20.3006 -16.2336  0.000
H79 22.1871 20.8093 -15.6276  0.000
H80 21.9512 17.6427 -11.2248  0.001
H81 23.5633 17.4664 -11.7470  0.001
H82 22.3599 16.2732 -12.2703  0.000
C30 27.8539 23.3595 -8.0500  0.000
C31 26.3550 23.1486 -7.9227  0.001
O18 26.2469 21.7729 -8.0267  0.000
C32 27.3293 21.1938 -8.5719  0.003
O19 27.3938 20.0730 -9.1002  0.002
O20 28.2680 22.1825 -8.6732  0.000
F1 25.8822 23.7663 -8.9612  0.000
H83 28.2316 23.4803 -7.0346  0.000
H84 28.0573 24.2466 -8.6498  0.000
H85 25.9096 23.6182 -7.0456  0.000
C33 20.0252 19.0001 -1.6366  0.000
C34 19.5824 18.6232 -0.2328  0.000
O21 20.5078 17.6134 0.0813  0.000
C35 21.3834 17.4174 -0.9267  0.000
O22 22.2749 16.5934 -0.9385  0.000
O23 21.2302 18.2849 -1.8728  0.000
F2 18.3692 18.0757 -0.1650  0.000
H86 20.2144 20.0566 -1.8268  0.000
H87 19.2361 18.7002 -2.3261  0.000
H88 19.6881 19.4861 0.4247  0.000
C36 26.8134 20.1937 -4.6430  -0.017
C37 25.6475 20.5475 -3.7464  0.000
O24 25.7750 21.9219 -3.5449  0.000
C38 26.6197 22.4113 -4.4604  0.000
O25 26.7254 23.5552 -4.7996  0.000
O26 27.2644 21.4210 -5.1586  -0.001
F3 25.7724 19.9170 -2.5027  0.000
H89 26.5361 19.4053 -5.3427  0.009
H90 27.6288 19.8153 -4.0265  0.000
H91 24.6987 20.2639 -4.2019  0.001
C39 24.0738 22.3107 -13.6933  0.000
C40 25.0847 23.0362 -12.7268  0.000
O27 25.7332 21.9122 -12.1469  0.000
C41 24.9432 20.8837 -12.1908  0.000
O28 25.1827 19.8571 -11.5251  0.000
O29 23.9783 21.0116 -13.1402  0.000
F4 24.4355 23.6530 -11.7127  0.000
H92 24.5539 22.2245 -14.6681  0.000
H93 23.1278 22.8432 -13.7917  0.000
H94 25.6571 23.7904 -13.2668  0.000
C42 21.4060 16.3600 -8.8027  -0.001
C43 20.2496 15.4452 -8.5847  0.000
O30 19.1729 16.2700 -8.7688  0.000
C44 19.5609 17.5292 -8.9227  0.000
O31 18.7451 18.4262 -9.1992  0.000
O32 20.8299 17.6590 -8.7198  -0.001
F5 20.1959 15.2509 -7.3098  0.000
H95 21.8373 16.2303 -9.7953  0.000
H96 22.1975 16.2479 -8.0616  -0.001
H97 20.3888 14.5009 -9.1110  0.000
C45 21.7372 23.5906 -9.6713  0.000
C46 22.3409 22.3107 -10.0926  0.001
O33 21.9414 22.0551 -11.4411  0.000
C47 21.1333 23.0340 -11.8462  0.000
O34 20.5319 23.0260 -12.8649  0.000
O35 21.0297 23.9652 -10.8505  0.000
F6 21.8216 21.2666 -9.3819  0.001
H98 22.4388 24.3988 -9.4645  0.000
H99 21.1397 23.5484 -8.7606  0.000
H100 23.4187 22.3211 -9.9302  0.000


Below is a structure of composition C5H8O in a non-equilibrium geometry, with properties calculated with wB97M-V/def2-TZVPD.

Results
LUMO level (eV): 1.14
Charge: 0
Spin multiplicity: 1
Gap between HOMO and LUMO (eV): 10.0
DFT total energy (eV): -7358.766
HOMO level (eV): -8.88
ΔE to the lowest compared entry with this formula, charge and spin (eV): 3.489

Each line ends with the Löwdin charge.
CARTESIAN COORDINATES (ANGSTROEM)
C1 -0.8054 2.2230 0.4654  -0.083
C2 -0.2644 1.9244 -0.7097  -0.093
C3 0.7117 -1.2879 -0.9100  -0.183
C4 1.1083 -1.2037 0.3508  -0.049
C5 -0.2311 -1.7899 0.6982  -0.157
O1 -0.5852 -1.7191 -0.7239  -0.068
H1 -1.8747 2.1345 0.6407  0.046
H2 -0.2007 2.5679 1.3009  0.045
H3 0.8052 2.0088 -0.8854  0.049
H4 -0.8655 1.5701 -1.5437  0.053
H5 2.0372 -0.9483 0.8283  0.092
H6 1.2642 -1.3818 -1.8176  0.113
H7 -0.1852 -2.8528 0.9574  0.123
H8 -0.9144 -1.2453 1.3487  0.112


Below is a cluster of 10 separate species, C16H14B3Cl37O7S in total in a non-equilibrium geometry, with properties calculated with wB97M-V/def2-TZVPD.

Results
LUMO level (eV): -1.17
Charge: 0
Spin multiplicity: 1
Gap between HOMO and LUMO (eV): 9.5
DFT total energy (eV): -507342.914
HOMO level (eV): -10.70

Each line ends with the Löwdin charge.
CARTESIAN COORDINATES (ANGSTROEM)
O1 1.9919 0.3412 1.9567  -0.056
C1 1.6306 -0.5096 0.9836  -0.252
O2 1.5747 -1.9473 1.3418  -0.114
C2 1.2235 -0.0839 -0.5578  -0.089
C3 1.0948 1.5517 -0.7827  -0.081
B1 -0.4577 2.0264 -1.0718  -0.403
O3 -0.8837 3.1970 -1.8634  0.141
B2 -2.3477 3.3633 -1.5543  -0.194
O4 -2.7190 3.4320 -0.0966  0.076
B3 -2.1669 2.1858 0.5175  -0.389
C4 -2.2480 1.7915 2.1116  -0.093
C5 -2.4299 0.1935 2.4270  -0.206
C6 -3.5775 -0.5677 1.5384  -0.172
C7 -2.8426 -1.6951 0.5825  -0.263
S1 -3.4719 -1.7351 -1.1834  0.514
O5 -4.7033 -2.7053 -1.3572  -0.432
O6 -3.8962 -0.3470 -1.7491  -0.399
Cl1 -1.9410 -2.5950 -2.3844  0.295
O7 -1.5310 1.2073 -0.4236  0.108
H1 0.9548 -2.3670 0.6710  0.105
H2 0.2357 -0.6745 -0.8290  0.106
H3 2.0502 -0.4741 -1.3245  0.087
H4 1.4507 2.1701 0.1745  0.145
H5 1.7658 1.9518 -1.6785  0.047
H6 -3.1664 3.4767 -2.4199  0.031
H7 -1.1969 2.1046 2.5834  0.145
H8 -3.0429 2.4802 2.6592  0.051
H9 -1.3881 -0.3569 2.3501  0.107
H10 -2.7703 0.1148 3.5685  0.071
H11 -4.2433 -1.1883 2.3111  0.128
H12 -4.3216 0.1359 0.9725  0.137
H13 -3.0636 -2.7714 1.0491  0.136
H14 -1.6690 -1.6040 0.5530  0.085
Cl2 4.8051 2.0759 -4.6453  0.530
C8 3.7967 0.7000 -4.1311  -1.975
Cl3 4.4188 0.0496 -2.5934  0.541
Cl4 2.1155 1.2464 -3.9082  0.584
Cl5 3.8474 -0.5720 -5.3777  0.491
Cl6 -3.2949 4.7443 5.4916  0.516
C9 -4.3033 3.3684 6.0057  -1.994
Cl7 -3.6812 2.7180 7.5434  0.519
Cl8 -5.9845 3.9148 6.2287  0.519
Cl9 -4.2526 2.0964 4.7591  0.559
Cl10 6.5873 -3.0685 -9.9836  0.517
C10 6.4155 -2.8453 -8.2243  -2.002
Cl11 4.7155 -2.4808 -7.8351  0.485
Cl12 6.9103 -4.3373 -7.3853  0.493
Cl13 7.4491 -1.4947 -7.6933  0.515
Cl14 9.8849 -6.8056 -4.8029  0.511
C11 8.2155 -7.0016 -4.2118  -2.015
Cl15 7.4254 -5.4070 -4.1246  0.489
Cl16 7.3096 -8.0532 -5.3290  0.508
Cl17 8.2424 -7.7406 -2.5908  0.511
Cl18 2.8313 -3.1037 3.7956  0.463
C12 3.4156 -4.6016 3.0278  -1.978
Cl19 4.2460 -5.6066 4.2423  0.522
Cl20 2.0331 -5.5027 2.3559  0.505
Cl21 4.5517 -4.1933 1.7175  0.521
Cl22 -1.7877 -5.3321 4.6080  0.525
C13 -1.0845 -3.7223 4.9054  -1.980
Cl23 -2.3894 -2.5576 5.2451  0.520
Cl24 0.0171 -3.8045 6.3034  0.524
Cl25 -0.1778 -3.1949 3.4652  0.464
Cl26 2.4282 2.0356 5.1181  0.523
C14 2.5155 0.3825 5.7768  -1.984
Cl27 1.3087 -0.6455 4.9635  0.477
Cl28 4.1453 -0.2820 5.4996  0.517
Cl29 2.1799 0.4218 7.5262  0.516
Cl30 -4.2761 7.7143 -0.4505  0.515
C15 -5.2844 6.3384 0.0636  -1.971
Cl31 -4.6624 5.6879 1.6013  0.529
Cl32 -6.9656 6.8848 0.2866  0.524
Cl33 -5.2338 5.0664 -1.1830  0.510
Cl34 -4.5726 6.4283 -3.6043  0.472
C16 -4.4656 5.3613 -5.0272  -1.977
Cl35 -2.9257 5.6538 -5.8744  0.520
Cl36 -4.5405 3.6606 -4.5011  0.549
Cl37 -5.8237 5.7025 -6.1288  0.521